# C5H23NO7

A cluster of 7 separate species, C5H23NO7 in total at a distorted geometry (the ωB97M-V functional and the def2-TZVPD basis, OMol25).

Output
* electronic energy: -21378.543 eV
* SMILES: CNC(=O)C(C)C.O.O.O.O.O.O

Geometry as ORCA input:
```
! RIJCOSX wB97M-V def2-TZVPD def2/J DEFGRID3
* xyz 0 1
C 0.21409 1.43115 -0.60387
N 1.31673 0.72247 0.02195
C 1.31911 -0.19706 1.09596
C 0.33465 -0.35675 2.20466
C -0.12421 -1.76116 2.25266
C 0.87503 0.22638 3.48015
O 2.43685 -0.69334 1.20765
H 0.50794 2.42482 -0.76606
H -0.69192 1.53466 -0.01559
H -0.30620 1.10017 -1.61836
H 2.18130 0.54015 -0.57525
H -0.63578 0.33302 2.10839
H -0.12137 -2.14482 1.30470
H 0.35974 -2.28785 2.95221
H -1.19617 -1.62084 2.66907
H 0.37668 -0.24663 4.33181
H 0.70802 1.23918 3.64733
H 1.97980 0.03347 3.53850
H -0.50650 4.63829 1.01696
H -1.00656 3.68580 2.19657
O -0.23651 4.08320 1.79255
H 2.63338 -1.21659 -0.38467
H 1.96997 -1.71583 -1.82306
O 2.75467 -1.18790 -1.37725
H -2.98669 -2.81637 -1.91335
H -1.51861 -2.26550 -1.34969
O -2.06812 -3.02533 -1.71001
H 2.11785 2.34632 -2.95502
H 2.07032 0.85825 -3.42904
O 2.03199 1.85288 -3.76223
H -3.87861 0.74217 -1.66176
H -3.96435 0.42318 -0.19145
O -3.76428 0.05412 -1.00702
H -1.50562 -1.60413 -3.54301
H -0.97780 -2.93507 -3.29393
O -0.69880 -2.19452 -3.84053
*
```